9
Properties=species:S:1:pos:R:3 method="wB97M-V/def2-TZVPD" spin_multiplicity=1 e_tot_ev=-10108.9970 de_lowest_ev=3.3081 gap_ev="8.0 / 8.0" smiles="N#CN=O.N#CN"
C -2.07 -0.92 -0.18
C 1.25 0.54 -0.57
N -2.08 -1.95 -0.75
N 0.38 0.70 -1.31
N -2.26 0.27 0.13
N 2.26 0.22 0.19
O -2.28 0.86 1.17
H 2.53 1.03 0.77
H 2.27 -0.75 0.55



12
Properties=species:S:1:pos:R:3 method="wB97M-V/def2-TZVPD" spin_multiplicity=1 e_tot_ev=-12296.8261 de_lowest_ev=2.1693 gap_ev=8.9 smiles="[H]/N=C(/N)C(=O)C(=O)O"
C -0.70 0.99 -0.63
C 0.37 0.30 0.26
C 0.49 -1.16 0.41
H -1.99 0.70 -2.06
H -1.22 -0.80 -1.72
H -0.58 2.75 0.36
H 1.91 -0.56 1.34
N -1.26 0.16 -1.59
N -1.18 2.15 -0.24
O 1.09 0.96 0.89
O 1.73 -1.49 0.71
O -0.57 -1.85 0.24



16
Properties=species:S:1:pos:R:3 method="wB97M-V/def2-TZVPD" spin_multiplicity=1 e_tot_ev=-30485.7322 charge=+1 de_lowest_ev=4.4044 gap_ev=9.3
C -1.16 -0.76 0.94
C 0.39 1.29 0.02
C 0.56 -0.18 0.30
N 0.87 -0.86 -0.92
O -2.26 -0.11 0.42
O -1.08 -1.07 2.26
S -2.07 -1.77 -0.19
S 1.83 1.82 -1.12
H -0.35 1.48 -0.67
H 0.22 1.89 0.84
H 1.10 -0.41 1.29
H 1.26 -1.85 -1.00
H 1.41 -0.06 -1.32
H -0.10 -1.02 -1.47
H -1.90 -1.05 2.73
H 1.29 2.64 -2.10



176
Properties=species:S:1:pos:R:3 method="wB97M-V/def2-TZVPD" spin_multiplicity=1 e_tot_ev=-110773.7557 charge=+1 de_lowest_ev=1.8849 gap_ev=6.1
Sr -0.19 -25.43 -2.33
P -3.58 -27.78 -2.70
F -2.32 -26.73 -2.53
F -2.75 -28.90 -1.80
F -4.18 -27.30 -1.27
F -4.87 -28.81 -2.91
F -4.43 -26.69 -3.57
F -2.88 -28.17 -4.17
C -8.42 -39.84 -4.01
O -8.66 -38.42 -4.12
C -8.61 -37.80 -2.84
C -9.34 -36.43 -2.85
N -8.67 -35.30 -3.44
C -7.43 -34.76 -2.84
C -7.19 -33.30 -3.18
O -6.11 -32.81 -2.46
C -5.55 -31.63 -3.13
H -8.43 -40.26 -5.01
H -9.29 -40.35 -3.60
H -7.47 -40.11 -3.54
H -7.59 -37.60 -2.52
H -9.13 -38.39 -2.09
H -9.55 -36.32 -1.79
H -10.27 -36.63 -3.39
H -8.75 -35.44 -4.44
H -6.57 -35.35 -3.15
H -7.46 -34.87 -1.75
H -8.08 -32.74 -2.89
H -7.11 -33.15 -4.26
H -6.28 -30.82 -3.07
H -5.25 -31.79 -4.17
H -4.75 -31.30 -2.47
C -3.19 -22.23 -10.80
O -4.53 -22.44 -10.36
C -5.44 -22.73 -11.41
C -6.71 -23.33 -10.82
N -6.40 -24.56 -9.99
C -7.62 -24.79 -9.24
C -7.45 -25.78 -8.04
O -6.88 -25.10 -6.97
C -6.39 -26.04 -5.99
H -2.86 -23.12 -11.34
H -2.50 -22.17 -9.96
H -3.08 -21.35 -11.43
H -5.00 -23.41 -12.13
H -5.63 -21.81 -11.96
H -7.34 -23.60 -11.67
H -7.26 -22.55 -10.29
H -5.67 -24.25 -9.37
H -8.38 -25.15 -9.93
H -8.05 -23.93 -8.73
H -6.82 -26.55 -8.49
H -8.47 -26.07 -7.77
H -7.20 -26.66 -5.60
H -5.92 -25.40 -5.24
H -5.63 -26.69 -6.40
C -4.06 -31.40 8.52
O -3.38 -30.65 7.54
C -4.15 -29.77 6.77
C -3.33 -29.29 5.54
N -2.60 -28.07 5.95
C -1.83 -27.53 4.82
C -2.70 -27.12 3.62
O -3.12 -28.14 2.75
C -4.00 -27.68 1.76
H -4.99 -31.74 8.05
H -4.22 -30.78 9.40
H -3.47 -32.25 8.83
H -4.55 -28.90 7.29
H -5.02 -30.25 6.30
H -4.04 -29.19 4.72
H -2.62 -30.04 5.19
H -2.07 -28.09 6.81
H -0.93 -28.05 4.50
H -1.50 -26.54 5.11
H -2.22 -26.35 3.01
H -3.59 -26.61 3.99
H -3.74 -26.73 1.28
H -4.95 -27.54 2.28
H -4.21 -28.48 1.06
C -2.08 -34.83 -7.99
O -0.76 -34.46 -7.97
C -0.45 -33.17 -8.62
C -0.98 -31.99 -7.83
N -0.33 -31.87 -6.50
C -1.16 -30.94 -5.71
C -2.41 -31.62 -5.07
O -2.19 -32.82 -4.32
C -1.69 -32.63 -3.01
H -2.20 -35.66 -7.29
H -2.43 -35.05 -8.99
H -2.70 -34.02 -7.59
H -0.80 -33.15 -9.65
H 0.62 -33.10 -8.79
H -2.06 -31.92 -7.72
H -0.68 -31.07 -8.34
H -0.53 -32.80 -6.14
H -1.48 -30.07 -6.29
H -0.62 -30.54 -4.86
H -3.16 -31.90 -5.81
H -3.09 -30.96 -4.52
H -2.34 -31.99 -2.41
H -0.70 -32.17 -3.10
H -1.59 -33.51 -2.38
C -1.84 -22.12 -2.87
O -1.70 -23.51 -3.29
C -2.17 -23.76 -4.59
C -1.80 -25.14 -5.24
N -0.42 -25.44 -4.88
C -0.19 -26.79 -5.38
C 1.31 -27.08 -5.05
O 1.64 -26.73 -3.69
C 3.05 -26.76 -3.51
H -1.44 -22.10 -1.86
H -2.88 -21.84 -2.74
H -1.39 -21.41 -3.56
H -1.75 -22.97 -5.21
H -3.26 -23.63 -4.63
H -1.87 -25.12 -6.32
H -2.47 -25.87 -4.78
H 0.19 -24.86 -5.43
H -0.39 -27.05 -6.42
H -0.63 -27.55 -4.73
H 1.88 -26.59 -5.84
H 1.50 -28.14 -5.22
H 3.63 -26.20 -4.24
H 3.36 -27.79 -3.73
H 3.27 -26.53 -2.46
C -3.43 -24.43 -0.99
O -2.01 -24.72 -0.82
C -1.54 -24.30 0.42
C -0.05 -24.67 0.69
N 0.35 -25.99 0.19
C -0.59 -27.05 0.54
C -0.09 -28.31 -0.18
O 0.06 -28.04 -1.60
C 0.23 -29.25 -2.36
H -3.68 -24.67 -2.03
H -3.58 -23.35 -0.92
H -4.19 -24.89 -0.35
H -2.13 -24.71 1.23
H -1.54 -23.21 0.44
H 0.19 -24.55 1.75
H 0.65 -24.00 0.19
H 1.21 -26.30 0.60
H -1.62 -26.80 0.30
H -0.65 -27.18 1.62
H -0.91 -28.99 0.05
H 0.80 -28.77 0.24
H -0.31 -29.24 -3.31
H -0.06 -30.14 -1.80
H 1.27 -29.49 -2.54
C -7.19 -28.63 -0.95
O -8.52 -28.40 -0.47
C -9.36 -29.59 -0.40
C -10.64 -29.28 0.38
N -11.53 -30.47 0.51
C -12.73 -30.10 1.24
C -13.64 -31.29 1.50
O -14.86 -30.95 2.18
C -15.86 -31.99 2.26
H -6.63 -27.71 -0.78
H -7.12 -28.92 -2.00
H -6.74 -29.40 -0.32
H -8.84 -30.43 0.06
H -9.55 -29.94 -1.42
H -11.25 -28.57 -0.18
H -10.52 -28.88 1.38
H -11.13 -31.27 0.98
H -13.30 -29.39 0.65
H -12.49 -29.75 2.24
H -13.19 -32.16 1.99
H -13.85 -31.71 0.51
H -16.28 -32.18 1.27
H -16.59 -31.63 2.98
H -15.42 -32.90 2.67



63
Properties=species:S:1:pos:R:3 method="wB97M-V/def2-TZVPD" spin_multiplicity=2 e_tot_ev=-41637.3953 charge=+1 gap_ev="7.7 / 8.8"
C 2.01 4.97 -0.30
C 1.71 4.22 -1.60
C 0.37 3.45 -1.65
C -0.64 3.89 -0.59
N -2.01 3.59 -1.00
C -2.84 2.53 -0.90
N -2.59 1.37 -0.31
C -1.41 0.94 0.42
C -1.44 1.28 1.94
C -2.85 1.46 2.49
N -4.03 2.77 -1.50
C -3.94 3.98 -2.00
S -5.24 4.64 -2.90
N -2.75 4.52 -1.72
O -2.29 5.73 -2.10
H 1.60 5.97 -0.35
H 3.08 5.09 -0.20
H 1.65 4.44 0.57
H 1.77 4.87 -2.46
H 2.50 3.49 -1.75
H 0.53 2.38 -1.62
H -0.10 3.66 -2.60
H -0.59 4.96 -0.46
H -0.47 3.44 0.38
H -3.36 0.72 -0.34
H -1.40 -0.14 0.37
H -0.50 1.27 -0.05
H -0.84 2.16 2.16
H -1.03 0.43 2.46
H -3.26 2.41 2.16
H -2.83 1.42 3.57
H -3.51 0.66 2.16
H -4.79 5.89 -3.09
H -2.48 6.34 -1.37
C 1.10 -5.50 -0.74
C 1.14 -3.96 -0.84
C 2.59 -3.48 -0.95
C 3.37 -3.58 0.36
C 2.61 -2.89 1.50
C 1.18 -3.38 1.65
N 0.46 -3.33 0.33
O 0.09 -2.12 0.06
C 1.16 -4.81 2.23
C 0.44 -2.51 2.66
C 0.39 -3.59 -2.12
H 1.98 -5.92 -0.27
H 0.22 -5.84 -0.18
H 1.03 -5.95 -1.73
H 2.59 -2.43 -1.28
H 3.09 -4.05 -1.73
H 3.57 -4.62 0.61
H 4.34 -3.11 0.23
H 3.14 -3.05 2.44
H 2.61 -1.81 1.32
H 0.15 -5.21 2.24
H 1.51 -4.79 3.26
H 1.80 -5.50 1.70
H 0.48 -1.45 2.40
H 0.90 -2.62 3.64
H -0.61 -2.80 2.74
H -0.65 -3.90 -2.06
H 0.85 -4.10 -2.96
H 0.43 -2.52 -2.33



59
Properties=species:S:1:pos:R:3 method="wB97M-V/def2-TZVPD" spin_multiplicity=3 e_tot_ev=-30190.0910 charge=+1 de_lowest_ev=6.1046 gap_ev="5.7 / 6.1"
C 1.30 -1.46 0.64
C 1.89 -0.98 -0.58
C 1.04 -1.38 -1.68
C -0.03 -2.17 -1.13
C 0.15 -2.26 0.29
W -0.10 -0.14 -0.33
C -2.93 1.51 -0.48
C -2.21 0.94 0.60
H -1.86 1.52 1.47
C -2.07 -0.50 0.69
H -2.78 -1.04 0.07
H -1.99 -0.89 1.71
C -2.85 3.04 -0.59
H -2.17 3.59 0.09
H -2.62 3.50 -1.57
H -3.89 3.24 -0.33
C -2.94 0.78 -1.79
H -2.19 0.00 -2.07
H -3.92 0.29 -1.68
H -2.92 1.41 -2.70
C 3.30 -0.53 -0.69
H 3.58 0.14 0.14
H 3.98 -1.40 -0.65
H 3.49 0.00 -1.63
C 1.40 -1.27 -3.12
H 1.89 -0.31 -3.35
H 2.09 -2.08 -3.40
H 0.51 -1.34 -3.76
C -1.08 -2.86 -1.94
H -1.15 -2.44 -2.95
H -0.86 -3.94 -2.04
H -2.07 -2.77 -1.47
C -0.63 -3.10 1.24
H -1.65 -3.26 0.87
H -0.18 -4.10 1.39
H -0.70 -2.62 2.22
C 1.88 -1.27 2.00
H 1.14 -1.48 2.78
H 2.75 -1.92 2.18
H 2.21 -0.23 2.13
C 1.26 1.63 -0.09
C 0.11 2.24 -1.04
C 2.36 2.32 -0.47
C 0.25 2.04 -2.44
H -0.90 2.68 -0.95
C 2.56 2.38 -1.91
H 3.02 2.77 0.35
C 1.57 2.10 -2.91
H -0.62 1.82 -3.12
H 3.55 2.66 -2.29
H 1.75 2.10 -3.99
N -1.08 -0.44 4.70
C -0.35 0.69 4.36
N 0.91 0.74 4.94
O -0.74 1.52 3.54
H -0.85 -0.89 5.59
H -2.06 -0.38 4.49
H 1.38 1.61 4.85
H 1.06 0.21 5.81



14
Properties=species:S:1:pos:R:3 method="wB97M-V/def2-TZVPD" spin_multiplicity=1 e_tot_ev=-45544.1752 de_lowest_ev=0.5654 gap_ev=9.3 smiles=CSS.CSS
C 1.71 -1.96 1.38
S 2.75 -0.54 1.85
S 2.92 0.77 0.31
H 1.28 -1.88 0.38
H 0.86 -1.91 2.08
H 2.26 -2.89 1.50
H 3.99 0.24 -0.30
C -1.44 1.81 -0.83
S -2.41 0.88 -2.07
S -4.10 0.35 -1.25
H -1.78 1.80 0.20
H -1.55 2.82 -1.21
H -0.39 1.52 -0.91
H -4.10 -1.00 -1.13



8
Properties=species:S:1:pos:R:3 method="wB97M-V/def2-TZVPD" spin_multiplicity=1 e_tot_ev=-47610.0340 de_lowest_ev=1.2917 gap_ev=8.5 smiles="OP(O)(=S)SCl"
O 1.07 0.74 -1.31
O 1.31 -0.54 0.70
P 0.19 0.34 -0.02
S -0.44 1.99 0.99
S -1.56 -1.35 -0.45
Cl -2.86 -0.27 0.55
H 1.59 0.15 -1.83
H 0.71 -1.06 1.39